Entry 1:
The following is a quantum chemistry calculation of a structure of composition C17H16FeN2O5 at a distorted geometry, from the Open Molecules 2025 dataset.

```
41
Properties=species:S:1:pos:R:3
Fe 0.98 2.09 -2.36
C 1.66 1.05 -1.38
O 2.18 0.38 -0.59
C 1.83 2.83 -3.66
O 2.38 3.25 -4.55
C 1.32 3.41 -1.05
O 1.52 3.97 -0.01
C -0.15 1.21 -3.48
O -0.94 0.66 -4.14
C -1.84 3.51 -1.88
H -2.25 2.48 -2.01
H -1.47 3.69 -0.83
C -1.21 4.09 -2.88
H -0.40 4.91 -2.76
H -1.21 3.70 -3.97
C 0.15 -3.63 1.70
N 0.05 -2.61 0.67
N -0.56 -1.41 0.83
C -0.73 -0.81 -0.38
O -1.13 0.35 -0.54
C -0.33 -1.78 -1.37
C 0.13 -2.87 -0.66
C 0.68 -4.15 -1.16
C -0.47 -0.71 2.02
C 0.60 -0.91 2.92
C 0.71 -0.10 4.10
C -0.22 0.92 4.33
C -1.26 1.13 3.42
C -1.38 0.32 2.29
H -0.53 -4.47 1.47
H -0.12 -3.22 2.66
H 1.18 -4.01 1.74
H -0.34 -1.67 -2.43
H 1.67 -4.42 -0.69
H -0.01 -5.02 -1.00
H 0.85 -4.08 -2.26
H 1.37 -1.69 2.72
H 1.56 -0.31 4.80
H -0.11 1.52 5.21
H -1.98 1.92 3.60
H -2.18 0.48 1.58
```

Properties
E_tot = -65455.9087 eV
2S+1 = 6
charge = +3
max |F| = 12.3 eV/A

***

Entry 2:
The following is a quantum chemistry calculation of a cluster of 21 separate species, C42H82Cl40N2O8S2 in total at a distorted geometry, from the Open Molecules 2025 dataset.

```
176
Properties=species:S:1:pos:R:3
C -3.72 -3.52 -3.50
C -2.55 -2.95 -4.32
O -1.57 -2.32 -3.45
C -1.54 -0.95 -3.52
O -0.80 -0.38 -4.28
C -2.41 -0.24 -2.50
C -1.51 0.20 -1.30
C -0.91 1.59 -1.56
C 0.14 2.06 -0.51
O -0.06 1.16 0.57
C -0.11 1.39 1.96
C -1.51 1.25 2.60
C -1.59 -0.02 3.45
O -1.79 2.39 3.42
C 1.69 1.76 -0.99
S 2.63 1.30 0.53
C 1.78 0.54 -1.97
N 2.47 -0.64 -1.46
C 1.56 -1.70 -1.05
C 2.44 2.99 -1.67
C 1.99 3.26 -3.13
N 3.90 2.88 -1.61
C 4.69 3.93 -0.98
C 4.62 2.17 -2.61
C 5.34 2.99 -3.67
O 4.69 0.96 -2.62
O 2.18 4.27 -0.99
S 1.28 4.46 0.30
O 1.04 5.88 0.37
O 1.80 3.88 1.50
C -0.20 3.60 -0.28
C -0.56 4.34 -1.61
C -1.28 4.01 0.74
C -2.69 3.41 0.54
H -3.60 -3.20 -2.46
H -3.73 -4.62 -3.54
H -4.67 -3.13 -3.86
H -2.89 -2.22 -5.07
H -2.01 -3.74 -4.85
H -3.24 -0.86 -2.17
H -2.80 0.66 -3.00
H -0.73 -0.56 -1.19
H -2.15 0.21 -0.41
H -0.49 1.61 -2.57
H -1.75 2.28 -1.58
H 0.36 2.33 2.28
H 0.53 0.60 2.39
H -2.28 1.18 1.82
H -0.83 0.03 4.23
H -1.39 -0.92 2.85
H -2.58 -0.11 3.90
H -1.78 2.12 4.35
H 3.74 0.95 -0.12
H 2.31 0.83 -2.88
H 0.79 0.24 -2.31
H 3.07 -0.99 -2.21
H 0.89 -2.04 -1.87
H 0.97 -1.37 -0.19
H 2.15 -2.56 -0.73
H 1.23 2.55 -3.47
H 1.55 4.26 -3.21
H 2.82 3.22 -3.84
H 5.74 3.61 -1.04
H 4.47 4.01 0.08
H 4.63 4.91 -1.48
H 6.42 3.04 -3.47
H 5.13 2.53 -4.63
H 4.95 4.01 -3.68
H -1.60 4.67 -1.57
H 0.05 5.24 -1.74
H -0.45 3.74 -2.50
H -1.00 3.89 1.79
H -1.40 5.09 0.58
H -3.24 3.95 -0.25
H -2.70 2.35 0.30
H -3.26 3.56 1.46
C 6.70 4.21 2.78
Cl 6.67 5.48 1.55
Cl 6.43 2.61 2.07
H 7.66 4.22 3.27
H 5.90 4.41 3.48
C -0.24 5.21 -6.16
Cl 1.20 6.04 -5.56
Cl -0.43 3.57 -5.49
H -1.11 5.79 -5.88
H -0.15 5.12 -7.24
C 5.04 -4.19 -0.93
Cl 3.60 -4.62 0.00
Cl 5.42 -2.47 -0.79
H 5.87 -4.77 -0.55
H 4.85 -4.41 -1.98
C -7.40 -2.71 -2.40
Cl -6.69 -4.29 -2.05
Cl -6.39 -1.38 -1.79
H -7.49 -2.61 -3.48
H -8.36 -2.65 -1.92
C 6.55 -4.41 3.20
Cl 6.14 -4.46 4.92
Cl 6.63 -6.03 2.48
H 5.78 -3.84 2.68
H 7.52 -3.94 3.09
C 6.06 -0.85 4.60
Cl 4.83 -0.05 3.60
Cl 7.57 0.07 4.68
H 5.67 -0.95 5.60
H 6.28 -1.82 4.16
C -7.11 -4.77 -5.81
Cl -5.39 -4.36 -5.90
Cl -8.09 -3.42 -5.22
H -7.45 -5.01 -6.81
H -7.23 -5.61 -5.14
C 0.73 2.10 6.50
Cl -0.82 1.27 6.67
Cl 1.82 1.71 7.83
H 1.19 1.76 5.57
H 0.56 3.17 6.48
C -0.63 8.60 -0.34
Cl -0.82 8.73 -2.09
Cl -2.11 8.06 0.46
H 0.15 7.88 -0.13
H -0.37 9.58 0.05
C 4.31 2.81 -8.16
Cl 4.27 3.79 -9.63
Cl 3.89 3.74 -6.71
H 3.59 2.01 -8.26
H 5.31 2.42 -8.04
C -0.42 -4.77 -1.70
Cl -0.31 -4.90 0.06
Cl -0.36 -6.35 -2.50
H -1.35 -4.29 -1.95
H 0.42 -4.18 -2.05
C 5.67 -9.68 3.55
Cl 4.03 -10.33 3.54
Cl 6.58 -10.18 4.99
H 6.19 -10.05 2.68
H 5.62 -8.60 3.55
C -4.55 9.02 3.36
Cl -4.53 7.45 2.55
Cl -5.58 9.03 4.79
H -3.54 9.26 3.66
H -4.93 9.76 2.66
C -9.40 -7.11 -1.58
Cl -9.64 -5.53 -0.82
Cl -9.64 -7.06 -3.33
H -8.36 -7.39 -1.40
H -10.10 -7.82 -1.15
C -5.06 -7.26 -2.50
Cl -5.17 -7.37 -4.25
Cl -6.12 -8.42 -1.68
H -4.04 -7.44 -2.19
H -5.38 -6.27 -2.21
C 3.87 -2.22 8.31
Cl 5.48 -2.91 8.18
Cl 3.36 -1.50 6.78
H 3.16 -3.01 8.55
H 3.87 -1.45 9.08
C -9.36 -1.06 0.99
Cl -9.83 -0.26 -0.51
Cl -9.13 -2.80 0.77
H -8.42 -0.63 1.33
H -10.15 -0.91 1.72
C 1.34 -3.30 4.40
Cl 2.86 -4.20 4.47
Cl 1.11 -2.47 2.85
H 0.52 -3.99 4.55
H 1.36 -2.55 5.19
C 5.21 7.24 5.79
Cl 5.54 5.50 5.75
Cl 6.34 8.11 6.84
H 5.31 7.63 4.79
H 4.21 7.39 6.18
C -5.40 -7.78 2.12
Cl -6.00 -6.39 1.20
Cl -3.91 -7.41 3.00
H -6.16 -8.07 2.83
H -5.19 -8.58 1.42
```

Properties
E_tot = -586809.4946 eV
2S+1 = 1
max |F| = 1.3 eV/A

***

Look up the 2S+1 of the second one. 1

***

Which of these has the lowest max |F|? C42H82Cl40N2O8S2

***

What did the first record say?
The following is a quantum chemistry calculation of a structure of composition C17H16FeN2O5 at a distorted geometry, from the Open Molecules 2025 dataset.

```
41
Properties=species:S:1:pos:R:3
Fe 0.98 2.09 -2.36
C 1.66 1.05 -1.38
O 2.18 0.38 -0.59
C 1.83 2.83 -3.66
O 2.38 3.25 -4.55
C 1.32 3.41 -1.05
O 1.52 3.97 -0.01
C -0.15 1.21 -3.48
O -0.94 0.66 -4.14
C -1.84 3.51 -1.88
H -2.25 2.48 -2.01
H -1.47 3.69 -0.83
C -1.21 4.09 -2.88
H -0.40 4.91 -2.76
H -1.21 3.70 -3.97
C 0.15 -3.63 1.70
N 0.05 -2.61 0.67
N -0.56 -1.41 0.83
C -0.73 -0.81 -0.38
O -1.13 0.35 -0.54
C -0.33 -1.78 -1.37
C 0.13 -2.87 -0.66
C 0.68 -4.15 -1.16
C -0.47 -0.71 2.02
C 0.60 -0.91 2.92
C 0.71 -0.10 4.10
C -0.22 0.92 4.33
C -1.26 1.13 3.42
C -1.38 0.32 2.29
H -0.53 -4.47 1.47
H -0.12 -3.22 2.66
H 1.18 -4.01 1.74
H -0.34 -1.67 -2.43
H 1.67 -4.42 -0.69
H -0.01 -5.02 -1.00
H 0.85 -4.08 -2.26
H 1.37 -1.69 2.72
H 1.56 -0.31 4.80
H -0.11 1.52 5.21
H -1.98 1.92 3.60
H -2.18 0.48 1.58
```

Properties
E_tot = -65455.9087 eV
2S+1 = 6
charge = +3
max |F| = 12.3 eV/A

***

Which value of max |F| does entry 2 give? 1.3 eV/A